No. 1
{"formula": "C31H50BrN4P3Pd", "method": "the ωB97M-V functional and the def2-TZVPD basis", "symbols": ["C", "C", "C", "C", "N", "C", "C", "C", "C", "C", "C", "C", "C", "C", "Pd", "P", "H", "H", "H", "H", "H", "H", "H", "H", "C", "C", "H", "H", "H", "H", "H", "C", "C", "H", "H", "H", "H", "H", "C", "C", "H", "H", "H", "H", "H", "Br", "P", "C", "C", "H", "H", "H", "H", "H", "C", "C", "H", "H", "H", "H", "H", "C", "C", "H", "H", "H", "H", "H", "C", "N", "C", "N", "C", "N", "C", "P", "C", "C", "H", "H", "H", "H", "H", "H", "H", "H", "H", "H", "H", "H"], "xyz": [[-0.626, 4.140, -4.160], [-0.700, 2.858, -4.724], [-0.736, 2.743, -6.127], [-0.580, 3.904, -6.894], [-0.398, 5.106, -6.341], [-0.465, 5.247, -5.013], [-0.646, 1.683, -3.879], [-0.579, 1.402, -2.591], [-0.591, 1.818, -1.213], [0.576, 2.282, -0.545], [0.647, 2.107, 0.818], [-0.454, 1.523, 1.521], [-1.710, 1.416, 0.876], [-1.794, 1.702, -0.469], [-0.341, -0.177, -3.715], [2.710, -1.749, 0.953], [-0.873, 1.773, -6.597], [-0.652, 4.286, -3.089], [-0.615, 3.835, -7.989], [-0.398, 6.256, -4.590], [-2.764, 1.808, -0.945], [1.383, 2.734, -1.120], [-2.605, 1.088, 1.426], [1.561, 2.365, 1.354], [2.794, -3.417, 1.644], [3.881, -4.300, 1.017], [1.805, -3.872, 1.503], [2.936, -3.327, 2.730], [3.905, -5.278, 1.515], [3.672, -4.480, -0.045], [4.889, -3.874, 1.099], [3.029, -1.726, -0.834], [3.028, -0.326, -1.450], [2.251, -2.335, -1.315], [3.980, -2.247, -1.044], [3.258, -0.397, -2.524], [2.032, 0.120, -1.340], [3.771, 0.353, -1.005], [3.766, -0.588, 1.849], [5.256, -0.883, 1.698], [3.470, -0.635, 2.903], [3.526, 0.426, 1.516], [5.842, -0.123, 2.230], [5.533, -1.861, 2.120], [5.582, -0.856, 0.648], [0.618, -0.853, 1.296], [-1.430, -1.785, -2.946], [-0.398, -3.335, -2.891], [-0.923, -4.762, -2.914], [0.101, -3.181, -1.915], [0.374, -3.248, -3.671], [-0.077, -5.422, -3.161], [-1.257, -5.076, -1.925], [-1.707, -4.953, -3.649], [-2.076, -1.663, -1.249], [-3.162, -2.696, -0.902], [-2.464, -0.634, -1.161], [-1.227, -1.737, -0.551], [-3.626, -2.452, 0.064], [-3.989, -2.704, -1.624], [-2.754, -3.713, -0.838], [-3.092, -1.628, -3.799], [-3.089, -1.870, -5.300], [-3.393, -0.593, -3.546], [-3.838, -2.300, -3.354], [-2.387, -1.240, -5.862], [-2.864, -2.921, -5.514], [-4.097, -1.652, -5.669], [-0.346, 0.765, 6.244], [0.373, 1.975, 5.770], [-0.508, 3.148, 5.995], [-1.813, 3.034, 5.296], [-2.495, 1.797, 5.743], [-1.659, 0.568, 5.563], [-1.490, 0.221, 4.139], [-0.637, 1.639, 3.321], [0.806, 1.857, 4.359], [-1.655, 3.077, 3.835], [-0.558, 0.914, 7.317], [0.289, -0.118, 6.082], [0.011, 4.041, 5.628], [-0.712, 3.201, 7.076], [-3.426, 1.679, 5.169], [-2.698, 1.896, 6.820], [-0.854, -0.673, 4.025], [-2.461, 0.038, 3.649], [1.332, 2.770, 4.057], [1.479, 1.003, 4.236], [-2.642, 3.056, 3.351], [-1.140, 4.006, 3.547]], "lowdin_charge": [-0.02, -0.26, -0.03, -0.16, 0.02, -0.15, -0.27, -0.21, -0.29, -0.08, -0.22, -0.58, -0.20, -0.10, 0.54, 0.60, 0.10, 0.10, 0.10, 0.10, 0.11, 0.12, 0.10, 0.08, -0.39, -0.16, 0.07, 0.09, 0.07, 0.07, 0.06, -0.39, -0.14, 0.07, 0.08, 0.08, 0.04, 0.07, -0.41, -0.15, 0.08, 0.07, 0.07, 0.06, 0.07, 0.56, 0.74, -0.41, -0.16, 0.05, 0.05, 0.07, 0.05, 0.06, -0.41, -0.14, 0.06, 0.01, 0.07, 0.05, 0.06, -0.40, -0.17, 0.09, 0.05, 0.05, 0.06, 0.07, -0.16, -0.15, -0.17, -0.16, -0.16, -0.15, -0.24, 1.02, -0.25, -0.23, 0.13, 0.13, 0.13, 0.13, 0.13, 0.13, 0.08, 0.10, 0.11, 0.10, 0.11, 0.11], "e_lumo_ev": [0.049, 0.049], "energy_ha": -5155.9129, "multiplicity": 1}



No. 2
{"formula": "C6H13BrP", "method": "the ωB97M-V functional and the def2-TZVPD basis", "symbols": ["C", "C", "C", "C", "C", "C", "P", "Br", "H", "H", "H", "H", "H", "H", "H", "H", "H", "H", "H", "H", "H"], "xyz": [[2.512, -2.425, 0.217], [1.322, -2.018, 0.151], [-0.435, 0.527, 1.657], [-0.228, 2.416, -0.378], [-1.654, -0.060, -0.984], [1.170, -0.375, -0.705], [-0.213, 0.640, -0.101], [2.896, 0.506, -0.314], [2.869, -3.228, 0.795], [3.316, -1.982, -0.302], [0.354, -2.312, 0.523], [-0.782, -0.537, 1.927], [-1.163, 1.266, 1.893], [0.482, 0.680, 2.292], [0.627, 3.125, -0.091], [-1.221, 2.605, -0.061], [-0.187, 2.774, -1.370], [-1.427, 0.334, -2.068], [-2.604, 0.404, -0.748], [-1.817, -1.238, -0.943], [1.138, -0.509, -1.820]], "lowdin_charge": [-0.07, -0.11, -0.19, -0.18, -0.18, -0.70, 0.76, 0.71, 0.08, 0.02, 0.08, 0.10, 0.05, 0.10, 0.12, 0.05, 0.05, 0.10, 0.05, 0.12, 0.07], "total_charge": 1, "e_lumo_ev": -2.787, "energy_ha": -3151.4492, "multiplicity": 1}